No. 1
ORCA calculation (ωB97M-V/def2-TZVPD) on 5 unconnected molecules or ions with the total composition C15H10Cl16F5INO2S.

CARTESIAN COORDINATES (ANGSTROEM)
O (3.60155, -3.29171, 1.60698)
C (3.14690, -2.72019, 0.58568)
O (2.07373, -3.30146, -0.13577)
C (0.79150, -2.68858, 0.19903)
C (0.63888, -1.22739, -0.44488)
C (-0.86987, -0.79831, -0.81369)
C (-0.94962, 0.80587, -0.57420)
F (-1.99514, 1.31087, -1.40872)
F (0.24757, 1.48224, -0.97347)
C (-1.38751, 1.09393, 0.94406)
F (-2.81654, 1.17006, 0.94582)
F (-0.84906, 2.29309, 1.47876)
F (-1.02217, 0.05825, 1.85797)
C (3.88150, -1.35051, 0.13331)
C (4.41528, -1.32022, -1.33995)
C (5.08306, -0.02881, -1.84831)
N (5.22530, 1.13649, -0.97337)
I (6.15144, 2.80981, -1.79602)
C (4.75798, 1.13767, 0.41221)
S (5.01764, 2.69124, 1.41179)
C (4.05077, -0.11788, 1.05609)
H (0.73811, -2.63351, 1.35537)
H (-0.02482, -3.43497, -0.12112)
H (1.18376, -0.48238, 0.24540)
H (1.22939, -1.23477, -1.44046)
H (-1.09547, -0.95383, -1.93537)
H (-1.68557, -1.34368, -0.23235)
H (4.26932, -2.24297, -1.99916)
H (5.45432, -0.02473, -2.93206)
H (4.62471, 2.33486, 2.70637)
H (3.68203, -0.12958, 2.14054)
C (-0.64156, -2.97594, -5.09360)
Cl (-1.52319, -1.60858, -5.80378)
Cl (0.21836, -2.42970, -3.63478)
Cl (-1.78836, -4.26010, -4.65862)
Cl (0.53062, -3.60270, -6.27173)
C (-5.40723, 1.18022, 3.54092)
Cl (-6.71020, 0.44455, 2.58290)
Cl (-4.93182, 2.72725, 2.80509)
Cl (-5.97839, 1.46443, 5.19855)
Cl (-4.00735, 0.08394, 3.57744)
C (-4.80153, 2.00835, 9.40873)
Cl (-6.28919, 1.60640, 8.52410)
Cl (-4.16883, 3.56334, 8.82697)
Cl (-5.15852, 2.12597, 11.14461)
Cl (-3.59001, 0.73697, 9.13753)
C (-0.66452, 1.98743, -7.47920)
Cl (-2.13941, 1.58546, -8.38359)
Cl (-0.03067, 3.54825, -8.04253)
Cl (-1.04343, 2.09340, -5.74508)
Cl (0.55627, 0.72215, -7.74439)

The HOMO energy is -12.455 eV. As for the max |F|: 5.097 eV Å⁻¹. For the molar mass, the calculation gives 1057.46 Da. The value obtained for the electronic energy is -9340.58061 a.u. As for the HOMO-LUMO gap: 7.244 eV. As for the total charge: +1.

natural (NBO) population analysis, charges in e, atoms 1 to 5:
1. O -0.467
2. C 0.757
3. O -0.523
4. C -0.086
5. C -0.456

=====

No. 2
ORCA calculation (ωB97M-V/def2-TZVPD) on a molecular structure, CH2O4.

CARTESIAN COORDINATES (ANGSTROEM)
C (1.06214, 0.46297, -0.10466)
O (-0.71075, -0.61610, 0.91783)
O (0.20840, 1.33590, -0.25470)
O (-1.61980, -0.95992, -0.08965)
O (0.87547, -0.71640, 0.44754)
H (-1.88466, -0.05948, -0.36450)
H (2.06919, 0.55303, -0.55187)

The energy above the lowest of the compared OMol25 structures with the same formula, charge and spin comes out at 3.6228 eV. The HOMO energy is -11.027 eV. As for the max |F|: 3.002 eV Å⁻¹. For the molar mass, the calculation gives 78.02 Da. The value obtained for the electronic energy is -340.06040 a.u. As for the HOMO-LUMO gap: 9.876 eV.

natural (NBO) population analysis, charges in e, atoms 1 to 5:
1. C 0.611
2. O 0.004
3. O -0.596
4. O -0.360
5. O -0.284

=====

No. 3
ORCA calculation (ωB97M-V/def2-TZVPD) on a molecular structure, C33H38N2O3SbSe4TeW.

CARTESIAN COORDINATES (ANGSTROEM)
W (0.20419, -0.41484, -0.60106)
C (2.72502, -1.03561, -0.09180)
C (2.53123, 0.35832, -0.12114)
C (1.67228, 0.70522, 0.96865)
C (1.36975, -0.49237, 1.67300)
C (2.05253, -1.56162, 1.04004)
C (2.30617, -2.92198, 1.60448)
C (0.48260, -0.56210, 2.87364)
C (1.36596, 2.07740, 1.47884)
C (3.42703, 1.28305, -0.88687)
C (3.55501, -1.83094, -1.04021)
H (2.42691, -3.66184, 0.81403)
H (1.48850, -3.25169, 2.24420)
H (3.22662, -2.90455, 2.19978)
H (-0.43695, -0.00100, 2.70425)
H (0.97330, -0.13717, 3.75475)
H (0.20156, -1.59136, 3.09250)
H (0.40509, 2.11476, 1.99021)
H (1.31719, 2.80725, 0.67628)
H (2.14039, 2.38315, 2.19308)
H (3.16294, 2.32042, -0.70666)
H (3.37804, 1.11077, -1.96339)
H (4.46088, 1.11637, -0.56243)
H (2.97520, -2.65894, -1.45520)
H (4.43241, -2.25103, -0.53746)
H (3.89655, -1.21409, -1.87070)
O (0.46307, -2.24256, -1.39915)
N (0.20860, -2.65718, -0.05966)
O (-0.80353, -1.78375, 0.46302)
Se (-4.86411, 2.04590, 2.29958)
Sb (-3.39696, 3.08046, 0.44708)
Se (-1.52803, 1.06135, -0.23075)
Se (-1.84000, 4.58660, 1.57129)
Se (-5.67747, 4.18812, 1.60917)
C (-0.27429, -6.80652, -4.83675)
C (-0.80646, -5.48840, -4.33603)
C (-0.50392, -4.30077, -4.98144)
C (-0.99187, -3.07523, -4.52688)
C (-0.64962, -1.81821, -5.28263)
C (-1.79505, -3.04542, -3.38550)
Te (-2.30882, -1.17330, -2.46776)
N (0.47397, 0.04100, -2.52168)
C (0.65848, 1.36603, -2.48704)
O (0.96086, 1.95179, -1.41855)
C (0.42373, 2.21580, -3.70012)
C (1.44463, 2.98553, -4.24198)
C (1.22017, 3.73140, -5.39123)
C (-0.02966, 3.71875, -5.99534)
C (-1.05690, 2.96334, -5.44369)
C (-0.83037, 2.21008, -4.30094)
C (-4.37694, -1.45372, -2.99842)
C (-4.67424, -2.14860, -4.17188)
C (-5.98744, -2.39003, -4.54673)
C (-7.02679, -1.93114, -3.74692)
C (-6.73491, -1.21307, -2.59875)
C (-5.41915, -0.95510, -2.21210)
C (-5.14134, -0.13395, -0.98277)
C (-2.11662, -4.23646, -2.71888)
C (-2.98714, -4.25246, -1.49164)
C (-1.62777, -5.43945, -3.21557)
H (0.43316, -6.65850, -5.65326)
H (-1.08404, -7.44333, -5.20212)
H (0.23390, -7.35185, -4.03869)
H (0.13532, -4.32042, -5.85942)
H (-0.06743, -2.04886, -6.17687)
H (-0.07023, -1.13811, -4.65188)
H (-1.55451, -1.28078, -5.57557)
H (2.41187, 3.00356, -3.75368)
H (2.01933, 4.33338, -5.80804)
H (-0.20573, 4.30586, -6.88915)
H (-2.04076, 2.96497, -5.89718)
H (-1.62556, 1.62521, -3.85418)
H (-3.87133, -2.51567, -4.79955)
H (-6.19515, -2.92917, -5.46398)
H (-8.05711, -2.12255, -4.02343)
H (-7.53894, -0.83075, -1.97895)
H (-5.94515, -0.18553, -0.25013)
H (-5.00999, 0.91854, -1.24606)
H (-4.21742, -0.46086, -0.49914)
H (-2.55658, -3.63219, -0.70199)
H (-3.08912, -5.26890, -1.10762)
H (-3.97993, -3.85529, -1.71303)
H (-1.88627, -6.36363, -2.70599)

The energy above the lowest of the compared OMol25 structures with the same formula, charge and spin comes out at 4.1986 eV. The HOMO energy (spin up / spin down) is -1.330 / -1.330 eV. As for the max |F|: 4.381 eV Å⁻¹. For the molar mass, the calculation gives 1259.72 Da. The spin multiplicity is 2. The value obtained for the electronic energy is -11796.59166 a.u. The expectation value of S² is 0.765. As for the HOMO-LUMO gap (spin up / spin down): 5.116 / 5.116 eV. As for the total charge: -2.

Mulliken population analysis, charges in e, atoms 1 to 5:
1. W 0.628
2. C 0.981
3. C 0.824
4. C 0.715
5. C 1.206

=====

No. 4
ORCA calculation (ωB97M-V/def2-TZVPD) on a molecular structure, C31H31N2O9P2S2W.

CARTESIAN COORDINATES (ANGSTROEM)
W (0.62609, -1.24073, -0.29033)
O (2.96774, -0.81953, -0.72189)
C (2.88305, -1.91640, -0.17827)
O (1.84921, -2.67905, -0.63719)
C (3.28265, -2.19146, 1.22762)
C (4.41134, -2.78628, 1.75306)
C (4.51666, -2.80644, 3.13475)
C (3.57675, -2.25472, 3.98510)
C (2.45162, -1.65414, 3.44581)
C (2.30390, -1.63967, 2.06585)
O (1.23100, -1.04111, 1.42498)
N (1.43916, -1.04975, 4.34172)
O (0.44202, -0.59226, 3.80464)
O (1.68431, -1.05719, 5.51522)
N (5.72780, -3.44793, 3.73418)
O (6.53208, -3.87905, 2.94439)
O (5.75371, -3.50278, 4.93570)
H (5.19901, -3.21292, 1.14610)
H (3.71756, -2.29675, 5.05882)
C (-3.02302, -0.55264, 2.65933)
C (-2.91179, -0.09398, 1.22923)
C (-3.80653, 1.05761, 0.85572)
O (-3.30992, -1.23580, 0.35038)
P (-2.36577, -2.19870, -0.39466)
S (-0.80477, -2.83755, 0.75256)
S (-1.18624, -1.11090, -1.75271)
O (-3.12840, -3.34818, -0.99959)
C (-4.53389, -3.49736, -1.67471)
C (-4.70030, -2.36240, -2.64385)
C (-5.55119, -3.59109, -0.57726)
H (-2.69566, 0.25521, 3.31520)
H (-2.39603, -1.42272, 2.86046)
H (-4.05753, -0.79229, 2.90375)
H (-1.88251, 0.12912, 0.97123)
H (-4.84912, 0.79036, 1.02800)
H (-3.67412, 1.34170, -0.18810)
H (-3.56818, 1.91426, 1.48610)
H (-4.37114, -4.44839, -2.17185)
H (-4.78574, -1.40367, -2.12593)
H (-5.63358, -2.51845, -3.18720)
H (-3.89723, -2.33604, -3.38090)
H (-5.69383, -2.63634, -0.07210)
H (-5.29252, -4.36544, 0.14285)
H (-6.50059, -3.87488, -1.03585)
C (-2.87592, 4.00888, -1.07168)
C (-2.00896, 4.07283, 0.01160)
C (-0.92465, 3.21414, 0.08867)
C (-0.70439, 2.28092, -0.93009)
C (-1.58009, 2.22503, -2.02484)
C (-2.65958, 3.08373, -2.08921)
P (0.79229, 1.29531, -0.98587)
C (2.01237, 1.88379, 0.18998)
C (1.74564, 1.86253, 1.56495)
C (2.68240, 2.36184, 2.44990)
C (3.88564, 2.87879, 1.97345)
C (4.15970, 2.88152, 0.61410)
C (3.23155, 2.37573, -0.28334)
C (1.38503, 1.25751, -2.67156)
C (1.63148, 0.08458, -3.38371)
C (2.04492, 0.14392, -4.70389)
C (2.22675, 1.37872, -5.31325)
C (1.98630, 2.55347, -4.61017)
C (1.55620, 2.49987, -3.29613)
H (-3.71168, 4.69350, -1.13692)
H (-2.16239, 4.80968, 0.78870)
H (-0.23822, 3.30950, 0.92062)
H (-1.38861, 1.55155, -2.85082)
H (-3.32112, 3.05458, -2.94491)
H (0.82032, 1.45454, 1.95528)
H (2.47232, 2.36116, 3.51183)
H (4.61182, 3.27811, 2.66975)
H (5.09593, 3.28101, 0.24807)
H (3.45811, 2.37143, -1.34143)
H (1.52667, -0.89437, -2.94270)
H (2.23376, -0.76871, -5.25293)
H (2.55768, 1.42727, -6.34232)
H (2.12782, 3.51282, -5.08965)
H (1.35487, 3.42153, -2.76184)

The HOMO energy is -17.439 eV. As for the max |F|: 1.037 eV Å⁻¹. For the molar mass, the calculation gives 885.52 Da. The value obtained for the electronic energy is -3531.62294 a.u. As for the HOMO-LUMO gap: 5.376 eV. As for the total charge: +3.

Mulliken population analysis, charges in e, atoms 1 to 5:
1. W 0.804
2. O -0.240
3. C 0.911
4. O -0.396
5. C 1.073

=====

No. 5
ORCA calculation (ωB97M-V/def2-TZVPD) on 2 unconnected molecules or ions with the total composition CHClFO2S2.

CARTESIAN COORDINATES (ANGSTROEM)
C (-0.79673, -0.89335, -0.48046)
O (0.62986, 0.05317, 2.66712)
O (-1.62185, 0.27309, 3.51628)
F (-2.05883, -1.16786, -0.35514)
S (0.33273, -2.00273, -0.06739)
S (-0.79097, -0.07909, 2.36140)
Cl (-0.77101, 1.47248, 0.61343)
H (-0.53191, -0.10482, -1.17206)

The energy above the lowest of the compared OMol25 structures with the same formula, charge and spin comes out at 0.2908 eV. The HOMO energy is -4.962 eV. As for the max |F|: 3.423 eV Å⁻¹. For the molar mass, the calculation gives 163.60 Da. The value obtained for the electronic energy is -1545.66897 a.u. As for the HOMO-LUMO gap: 8.233 eV. As for the total charge: -1.

natural (NBO) population analysis, charges in e, atoms 1 to 5:
1. C 0.151
2. O -0.956
3. O -0.953
4. F -0.326
5. S -0.121

=====

No. 6
ORCA calculation (ωB97M-V/def2-TZVPD) on a molecular structure, C27H38N7O7P2SSn.

CARTESIAN COORDINATES (ANGSTROEM)
Sn (-0.32938, -1.08883, 0.20038)
O (-4.88083, -1.86044, 4.13068)
C (-5.47730, -1.83128, 2.92371)
C (-6.84809, -2.09576, 2.88402)
C (-7.53444, -2.05828, 1.68890)
C (-6.87440, -1.76366, 0.49466)
C (-5.51802, -1.52835, 0.52426)
C (-4.79721, -1.55897, 1.72381)
C (-3.34041, -1.33344, 1.65003)
O (-2.75233, -1.31548, 0.56739)
N (-2.69574, -1.15978, 2.86441)
N (-1.43475, -0.83684, 2.70450)
C (-0.75653, -0.85006, 3.85194)
C (0.60799, -0.59761, 3.98000)
C (1.19412, -0.73905, 5.27438)
C (2.51072, -0.49735, 5.49152)
C (3.33562, -0.08456, 4.40316)
C (2.83127, 0.07553, 3.15314)
C (1.44347, -0.17544, 2.86970)
O (0.99643, -0.00569, 1.70391)
H (-3.94037, -1.60770, 4.00125)
H (-7.34753, -2.32182, 3.81708)
H (-8.59894, -2.25839, 1.68292)
H (-7.41685, -1.72835, -0.44019)
H (-4.97007, -1.31501, -0.38362)
H (-1.30564, -1.10722, 4.75685)
H (0.55565, -1.05353, 6.09208)
H (2.93372, -0.61490, 6.47973)
H (4.38791, 0.10291, 4.58080)
H (3.45392, 0.37448, 2.31924)
C (1.27004, 3.03868, 1.00092)
N (1.45523, 2.66499, -0.40250)
C (2.55680, 3.38682, -1.02437)
P (0.04718, 2.42896, -1.24196)
O (-0.89213, 1.57578, -0.49754)
O (0.64315, 1.83900, -2.60991)
P (0.20627, 0.58839, -3.54206)
O (-1.13848, 0.03617, -3.35957)
N (0.38233, 1.31172, -5.02711)
C (-0.18410, 0.57099, -6.15163)
C (1.59539, 2.03405, -5.37803)
N (1.37199, -0.51441, -3.19520)
C (2.77908, -0.19338, -3.04940)
C (1.06141, -1.94146, -3.16368)
N (-0.63963, 3.85353, -1.71013)
C (-0.17034, 4.60818, -2.86023)
C (-1.98815, 4.19814, -1.27166)
H (2.16561, 2.76440, 1.56018)
H (0.43250, 2.49105, 1.42359)
H (1.10139, 4.11751, 1.11052)
H (3.47573, 3.16686, -0.47862)
H (2.40213, 4.47382, -1.00455)
H (2.69329, 3.06788, -2.05508)
H (-1.06393, 0.02308, -5.82501)
H (0.53980, -0.13156, -6.58329)
H (-0.48280, 1.27483, -6.93090)
H (1.99632, 2.55786, -4.51323)
H (1.36215, 2.77911, -6.14206)
H (2.37064, 1.36978, -5.78025)
H (2.94286, 0.88042, -3.09708)
H (3.37525, -0.66574, -3.83668)
H (3.14524, -0.54810, -2.08174)
H (-0.01255, -2.08492, -3.24413)
H (1.39101, -2.37121, -2.21483)
H (1.55651, -2.46361, -3.98851)
H (0.86279, 4.36329, -3.09358)
H (-0.22040, 5.67839, -2.64716)
H (-0.78047, 4.40182, -3.74620)
H (-2.32814, 3.49062, -0.52146)
H (-2.68497, 4.16718, -2.11485)
H (-2.00034, 5.20512, -0.84737)
O (1.86266, -2.11095, 0.11730)
N (2.26115, -2.91853, 1.07493)
C (3.59026, -2.99876, 1.32117)
C (4.09587, -3.83051, 2.27944)
C (3.20706, -4.60744, 3.02607)
C (1.86177, -4.50291, 2.78164)
C (1.35298, -3.64028, 1.79354)
S (-0.32220, -3.47626, 1.47846)
H (4.18843, -2.35379, 0.69661)
H (5.16344, -3.86512, 2.43960)
H (3.57154, -5.27833, 3.79240)
H (1.13941, -5.07633, 3.34454)

The energy above the lowest of the compared OMol25 structures with the same formula, charge and spin comes out at 0.0000 eV. The HOMO energy (spin up / spin down) is -7.385 / -7.728 eV. As for the max |F|: 0.419 eV Å⁻¹. For the molar mass, the calculation gives 785.37 Da. The spin multiplicity is 2. The value obtained for the electronic energy is -3256.97651 a.u. The expectation value of S² is 0.785. As for the HOMO-LUMO gap (spin up / spin down): 7.343 / 5.734 eV.

natural (NBO) population analysis, charges in e, atoms 1 to 5:
1. Sn 1.417
2. O -0.684
3. C 0.361
4. C -0.285
5. C -0.157

=====

Question: Which value of electronic energy does entry 2 give?
Answer: -340.06040 a.u.

=====

Question: Which value of max |F| does entry 5 give?
Answer: 3.423 eV Å⁻¹